{"formula": "C4H10N2O", "method": "ωB97M-V with the def2-TZVPD basis set", "species": ["C", "N", "C", "C", "O", "C", "N", "H", "H", "H", "H", "H", "H", "H", "H", "H", "H"], "xyz": [[-0.70, 0.61, -1.94], [-0.02, 0.07, -0.83], [0.68, -1.20, -0.88], [0.09, 0.98, 0.31], [-0.22, 2.16, 0.13], [0.43, 0.37, 1.65], [-0.52, -0.65, 2.12], [-1.63, 1.06, -1.68], [-0.14, 1.38, -2.52], [-0.97, -0.19, -2.60], [1.60, -1.17, -0.28], [1.00, -1.35, -1.97], [0.17, -2.05, -0.46], [1.39, -0.09, 1.32], [0.52, 1.25, 2.31], [-1.39, -0.13, 2.30], [-0.29, -1.06, 3.02]], "total_charge": 0, "homo_energy_ev": -8.9, "smiles": "CN(C)C(=O)CN", "gap_ev": 9.76, "e_above_lowest_kcal_mol": 42.41}

***

{"formula": "C4H10N2O", "method": "ωB97M-V with the def2-TZVPD basis set", "species": ["C", "C", "C", "C", "N", "N", "O", "H", "H", "H", "H", "H", "H", "H", "H", "H", "H"], "xyz": [[1.51, 0.89, 0.21], [-1.08, 0.70, -1.53], [0.77, -0.39, -0.14], [-0.69, -0.25, -0.44], [1.17, -1.57, 0.53], [-1.46, -0.88, 0.34], [1.68, 0.20, -1.01], [0.34, -2.05, 0.88], [1.76, -2.15, -0.05], [-0.73, 0.15, 2.52], [-2.44, -0.87, 0.07], [1.06, 1.87, 0.08], [2.37, 0.81, 0.85], [-0.75, 0.70, 3.10], [-2.10, 0.52, -1.86], [-1.00, 1.73, -1.18], [-0.40, 0.59, -2.38]], "total_charge": 0, "homo_energy_ev": -9.1, "gap_ev": 10.07, "e_above_lowest_kcal_mol": 80.45}

***

{"formula": "C4H10N2O", "method": "ωB97M-V with the def2-TZVPD basis set", "species": ["C", "N", "C", "O", "N", "C", "C", "H", "H", "H", "H", "H", "H", "H", "H", "H", "H"], "xyz": [[2.77, -0.14, -0.73], [1.40, 0.28, 0.00], [0.37, -0.64, 0.23], [0.60, -1.82, 0.44], [-0.89, -0.11, 0.18], [-2.00, -0.94, 0.59], [-1.16, 1.28, -0.15], [2.74, -0.18, 0.55], [2.54, -1.07, -1.22], [2.88, 0.67, -1.40], [1.26, 1.26, 0.15], [-2.46, -0.55, 1.50], [-1.63, -1.95, 0.77], [-2.76, -0.97, -0.20], [-0.52, 1.62, -0.97], [-2.20, 1.36, -0.49], [-1.04, 1.96, 0.71]], "total_charge": 0, "homo_energy_ev": -8.6, "smiles": "CNC(=O)N(C)C", "gap_ev": 9.25, "e_above_lowest_kcal_mol": 87.17}

***

{"formula": "C4H10N2O", "method": "ωB97M-V with the def2-TZVPD basis set", "species": ["O", "C", "N", "C", "N", "C", "C", "H", "H", "H", "H", "H", "H", "H", "H", "H", "H"], "xyz": [[2.05, 0.05, -0.63], [1.00, -0.08, 0.04], [0.16, 0.92, 0.28], [-1.26, 0.90, 0.84], [-2.02, 1.96, 0.29], [0.58, -1.47, 0.34], [0.09, -2.12, -1.00], [0.43, 1.79, -0.16], [-1.79, -0.03, 0.63], [-1.17, 1.00, 1.92], [-2.47, 1.85, -0.60], [-1.53, 2.84, 0.28], [-0.10, -1.57, 1.19], [1.31, -2.15, 0.81], [-0.98, -2.26, -0.86], [0.23, -1.47, -1.85], [0.56, -3.08, -1.20]], "total_charge": 1, "s_squared": 0.755, "homo_energy_ev": [-14.6, -14.5], "multiplicity": 2, "gap_ev": [10.77, 5.74], "e_above_lowest_kcal_mol": 31.56}

***

{"formula": "C4H10N2O", "method": "ωB97M-V with the def2-TZVPD basis set", "species": ["N", "C", "O", "H", "H", "H", "H", "C", "C", "C", "N", "H", "H", "H", "H", "H", "H"], "xyz": [[-0.75, -0.22, 1.28], [-0.13, -1.40, 2.03], [0.73, -2.04, 1.27], [-1.74, -0.37, 1.11], [-0.74, 0.62, 1.86], [0.26, -0.97, 2.98], [-0.95, -2.00, 2.44], [0.07, 1.22, -1.65], [-0.23, 2.30, -0.92], [1.11, -0.90, -1.68], [0.52, 0.02, -1.01], [-0.10, 1.13, -2.71], [-0.27, 2.23, 0.17], [-0.51, 3.24, -1.37], [1.17, -1.89, -1.18], [1.50, -0.76, -2.68], [0.07, -0.20, 0.06]], "total_charge": 1, "s_squared": 0.755, "homo_energy_ev": [-14.3, -14.3], "multiplicity": 2, "gap_ev": [9.99, 8.03], "e_above_lowest_kcal_mol": 50.39}

***

{"formula": "C4H10N2O", "method": "ωB97M-V with the def2-TZVPD basis set", "species": ["N", "C", "C", "C", "C", "N", "O", "H", "H", "H", "H", "H", "H", "H", "H", "H", "H"], "xyz": [[0.52, 0.47, -1.44], [-1.40, -1.46, -0.65], [-0.75, -0.51, 0.40], [-0.10, 0.71, -0.17], [0.75, 1.31, 1.01], [2.09, 1.05, 1.01], [0.20, 1.92, 1.95], [0.97, -0.43, -1.42], [-0.26, 0.33, -2.03], [-1.90, -2.36, -0.11], [-2.18, -0.99, -1.28], [-0.53, -1.88, -1.31], [-0.09, -1.20, 0.94], [-1.54, -0.24, 1.16], [-1.01, 1.41, -0.21], [2.62, 0.69, 0.27], [2.60, 1.16, 1.87]], "total_charge": 1, "s_squared": 0.759, "homo_energy_ev": [-15.7, -15.1], "multiplicity": 2, "gap_ev": [11.69, 5.85], "e_above_lowest_kcal_mol": 36.86}

***

{"formula": "C4H10N2O2", "method": "ωB97M-V with the def2-TZVPD basis set", "species": ["C", "C", "C", "N", "C", "N", "H", "H", "H", "H", "H", "H", "O", "H", "H", "O", "H", "H"], "xyz": [[-0.37, 1.06, -2.63], [-0.42, 0.91, -1.16], [-0.17, -0.21, -0.40], [-0.47, 0.06, 0.92], [-0.87, 1.33, 0.95], [-0.90, 1.87, -0.32], [-0.10, 0.08, -3.13], [-1.38, 1.33, -3.04], [0.37, 1.76, -2.95], [0.21, -1.11, -0.89], [-1.55, 1.66, 1.76], [-1.16, 2.82, -0.52], [0.29, -1.73, 2.62], [-0.01, -0.96, 1.81], [-0.54, -2.17, 2.82], [2.40, -2.40, 1.04], [1.66, -2.53, 1.66], [3.01, -1.78, 1.44]], "total_charge": 0, "homo_energy_ev": -9.3, "smiles": "Cc1cnc[nH]1.O.O", "gap_ev": 9.76, "e_above_lowest_kcal_mol": 43.35}

***

{"formula": "C4H10N2O2", "method": "ωB97M-V with the def2-TZVPD basis set", "species": ["C", "C", "N", "O", "H", "H", "H", "H", "H", "C", "C", "N", "O", "H", "H", "H", "H", "H"], "xyz": [[1.31, -1.06, 2.61], [1.51, 0.11, 1.68], [2.67, 0.09, 0.93], [0.83, 1.08, 1.75], [1.06, -1.98, 2.13], [0.50, -0.81, 3.27], [2.31, -1.15, 3.12], [2.83, 0.62, 0.18], [3.31, -0.82, 1.00], [-2.84, 0.50, -2.24], [-1.39, 0.23, -2.18], [-0.66, 0.61, -1.05], [-1.01, -0.40, -3.23], [-3.27, -0.44, -2.39], [-3.00, 1.20, -3.02], [-3.20, 1.12, -1.37], [0.16, 0.27, -1.12], [-1.11, 0.82, -0.07]], "total_charge": 0, "homo_energy_ev": -9.5, "smiles": "CC(N)=O.CC(N)=O", "gap_ev": 10.01, "e_above_lowest_kcal_mol": 48.14}